The following is a quantum chemistry calculation of C19H34CrN3O5P2 as an isolated structure at a distorted geometry, from the Open Molecules 2025 dataset.

Structure (XYZ):
```
64
Properties=species:S:1:pos:R:3:nbo_charge:R:1
Cr -0.24820 -0.49832 -0.36460 1.1295
P 2.28822 0.19162 -1.16201 1.0752
C 2.98773 -1.48484 -1.06619 -0.8167
C 2.12148 -2.52700 -0.43571 0.2778
N 0.78338 -2.34285 -0.35932 -0.5943
C 0.01023 -3.44494 -0.25443 0.2455
C 0.52856 -4.70978 0.00795 -0.2393
C 1.91469 -4.86856 0.04645 -0.0962
C 2.70668 -3.76746 -0.20127 -0.2385
C -1.48463 -3.27615 -0.41389 -0.7580
P -1.90445 -1.77458 -1.38350 0.9560
H 3.79143 -3.84234 -0.28326 0.2395
H -0.16285 -5.52883 0.17974 0.2423
H 2.34452 -5.83923 0.28414 0.2428
H -1.92997 -4.11582 -0.96959 0.2591
H -2.01255 -3.20195 0.55564 0.2626
H 2.93808 -1.76075 -2.13133 0.3612
H 3.99267 -1.47040 -0.64416 0.2611
H 1.89969 -1.44245 -3.73937 0.5063
O 2.72756 -2.06892 -3.56290 -1.0023
H 3.59947 -1.78489 -3.91270 0.4748
H 1.18432 0.15652 -2.13723 0.1997
O 0.80847 -0.64591 -3.47972 -1.1243
H 0.79328 0.00416 -4.18756 0.4712
C -1.59756 -2.23231 -3.08693 -0.9510
H -2.10916 -3.18112 -3.28902 0.2382
H -2.01222 -1.42346 -3.69867 0.2674
H -0.51476 -2.27681 -3.28622 0.3004
C -3.63815 -1.43790 -1.18682 -0.9539
H -3.84278 -0.50743 -1.72211 0.2802
H -4.20918 -2.25756 -1.62457 0.2534
H -3.88309 -1.32682 -0.12682 0.2535
C 2.39706 0.89086 0.49501 -0.9709
H 3.41305 0.72656 0.89745 0.2769
H 2.22682 1.97927 0.42380 0.2624
H 1.66470 0.48193 1.21723 0.2746
C 3.31483 1.31029 -2.15876 -0.9185
H 3.06845 2.33836 -1.85479 0.2618
H 4.38613 1.13741 -2.00163 0.2612
H 3.05734 1.16302 -3.21816 0.2705
C 0.43998 4.06973 2.12062 -0.6209
C -1.00631 3.88540 1.80009 -0.3686
C -1.69373 2.53727 2.32654 -0.2413
C -1.78349 2.46843 3.87673 -0.3732
C -0.48703 2.42337 4.64686 -0.6213
C -3.10874 2.47659 1.73429 0.7201
O -4.15689 2.43597 2.34961 -0.5184
N -3.06690 2.47500 0.33007 -0.6797
C -2.17785 1.67903 -0.38978 0.7913
O -2.27275 1.49040 -1.59335 -0.6127
N -1.22500 1.05429 0.39810 -0.8496
C -0.99187 1.33696 1.71154 0.6734
O -0.21518 0.59243 2.34583 -0.6532
H 0.56219 4.58947 3.06359 0.2255
H 0.87670 4.69109 1.34764 0.2199
H 0.97841 3.12763 2.15641 0.2029
H -1.63293 4.69026 2.21090 0.2272
H -1.19102 3.89335 0.71777 0.2104
H -2.39627 3.32753 4.19734 0.2229
H -2.37493 1.56842 4.09749 0.2202
H 0.02903 3.38406 4.63640 0.1989
H -0.72241 2.16244 5.67967 0.2227
H 0.15346 1.64713 4.22242 0.2321
H -3.93575 2.65315 -0.15097 0.4304
```

## Properties
E_HOMO (alpha / beta) (hartree): -0.436 / -0.447
Gap between HOMO and LUMO (alpha / beta) (eV): 8.743 / 9.051
Expectation value of S²: 6.027
Multiplicity: 5
Charge: +1